(1)
C13H17ClNiO | the ωB97M-V functional and the def2-TZVPD basis

Geometry as XYZ:
```
33
Properties=species:S:1:pos:R:3:forces:R:3
C 0.90824 -2.70572 -0.78242 -0.9 -0.1 1.0
C 0.12265 -1.91167 -1.68221 -0.6 -1.1 0.5
C -1.15884 -1.72351 -1.11363 0.1 -0.7 0.1
H 0.43298 -1.55500 -2.65242 0.1 0.1 0.1
C -1.18029 -2.30506 0.18149 0.5 -0.1 -0.6
C 0.10773 -2.85742 0.44751 0.4 -0.7 -1.3
H 0.44020 -3.39175 1.33732 -0.3 0.0 -0.3
H 1.86915 -3.17596 -0.97104 -0.1 0.3 0.1
H -2.00907 -1.26808 -1.63010 0.5 0.1 0.5
H -2.05318 -2.41152 0.81874 0.3 0.4 0.1
Ni 1.14788 -0.95966 0.38503 -2.5 0.4 -0.2
Cl 2.42403 -0.05663 -1.04997 2.0 1.0 -0.6
C -0.38375 2.55635 0.00724 -0.7 -0.4 -0.8
C -1.60229 2.02763 0.52192 0.1 0.4 -0.9
C -2.37569 1.54774 -0.57568 0.7 0.4 -0.2
H -1.88407 2.00196 1.57189 0.0 -0.1 -0.2
C -1.61615 1.74792 -1.77587 0.0 0.3 0.9
C -0.38231 2.35928 -1.41342 -0.6 0.1 0.8
H 0.42923 2.63235 -2.08435 -0.1 -0.1 0.1
H 0.40700 3.02432 0.58613 0.0 -0.2 0.0
H -3.37682 1.11674 -0.52061 0.2 0.0 0.0
H -1.93944 1.49111 -2.78384 0.1 0.0 0.1
C 1.74305 1.40631 3.21116 0.2 0.3 0.1
C 1.43339 -0.02995 2.85858 -0.7 -0.7 -0.5
C 0.86009 -0.78633 4.05922 0.1 0.1 0.5
O 0.45720 -0.10741 1.86475 0.8 0.2 0.3
H 0.83045 1.90783 3.53890 -0.1 0.0 -0.1
H 2.13819 1.94021 2.35155 -0.1 0.0 -0.2
H 2.48853 1.47638 4.00208 0.1 0.0 0.3
H 2.33827 -0.53038 2.45266 0.3 0.2 0.7
H 0.04578 -0.16370 4.47081 0.2 -0.3 -0.1
H 0.44121 -1.75702 3.76901 0.1 0.3 -0.2
H 1.59179 -0.97127 4.85198 0.1 0.1 0.2
```
Forces are in eV/Å.

Calculated values
Max |F|, eV/Å: 2.5
Kohn-Sham gap (alpha / beta), eV: 4.962 / 4.963
Multiplicity: 3
Total charge: -2

Here are the natural (NBO) charges for atoms 1 to 6, given in e: atom 1 (C): -0.4621, atom 2 (C): -0.3056, atom 3 (C): -0.2886, atom 4 (H): 0.2162, atom 5 (C): -0.2894, atom 6 (C): -0.4647

***

(2)
C13H17CrN5O6 | the ωB97M-V functional and the def2-TZVPD basis

Geometry as XYZ:
```
42
Properties=species:S:1:pos:R:3:forces:R:3
Cr -0.11669 -0.66949 -0.49706 0.6 -0.3 -0.1
O -2.83823 -2.64103 1.72286 0.0 0.0 0.0
C -2.13278 -1.89197 1.07958 0.0 0.0 0.1
O -0.97957 -2.13698 0.54934 -0.1 0.0 0.0
C -2.60472 -0.45357 0.83803 0.0 0.0 0.0
C -3.81399 0.10851 1.21373 0.1 0.1 0.0
C -4.06113 1.43102 0.86091 0.0 -0.1 0.0
C -3.11669 2.16450 0.14400 0.1 0.0 0.0
C -1.93109 1.53759 -0.18630 0.0 0.1 0.0
N -1.71500 0.27273 0.17206 -0.3 0.2 0.0
C -0.78128 2.10677 -1.00418 -0.2 0.1 0.4
O -0.85817 3.22888 -1.51888 -0.2 -0.3 0.1
O 0.21658 1.31442 -1.11854 -0.2 0.2 0.1
H -4.52567 -0.49346 1.75919 0.0 0.0 0.0
H -5.00112 1.89187 1.13399 0.0 0.0 0.0
H -3.28166 3.18843 -0.15829 0.0 0.0 0.0
N 2.09357 -1.23356 -0.67793 0.0 -0.1 0.0
C 2.36079 -0.45403 -1.90433 0.1 -0.1 0.0
C 3.81464 -0.37398 -2.35575 0.0 0.0 0.1
C 4.04807 0.61341 -3.50568 0.0 0.0 0.1
C 3.49888 2.02963 -3.29248 -0.2 0.1 -0.1
N 2.03710 2.20209 -3.22014 0.2 0.1 -0.4
C 1.19057 2.17728 -4.24289 0.1 0.1 0.4
N 1.63591 1.87432 -5.47951 0.2 -0.1 -0.2
N -0.07209 2.54937 -4.06184 -0.5 0.0 0.7
C 1.31344 -0.86496 -2.97769 0.2 0.2 0.0
O 1.55825 -0.63938 -4.16798 0.0 -0.1 0.0
O 0.24357 -1.32977 -2.49888 -0.3 -0.2 0.0
H 2.73801 -0.98624 0.06516 0.0 0.0 0.0
H 2.16765 -2.23505 -0.83843 0.0 0.1 0.0
H 2.07295 0.55013 -1.61850 0.1 0.0 -0.1
H 4.19850 -1.36020 -2.63167 -0.1 0.0 -0.1
H 4.40351 -0.04357 -1.48970 0.0 0.0 0.0
H 3.64748 0.18181 -4.41473 0.0 -0.1 -0.1
H 5.12493 0.72626 -3.65943 0.0 0.0 0.1
H 3.86054 2.68053 -4.09187 0.0 0.0 0.0
H 3.88489 2.43698 -2.35623 0.0 0.0 0.0
H 1.60664 2.32448 -2.31623 -0.2 0.0 0.2
H 2.27683 1.08965 -5.48683 -0.1 0.0 0.0
H 0.91477 1.76377 -6.17455 0.0 0.0 0.0
H -0.44674 2.76032 -3.09740 0.6 0.2 -0.9
H -0.75050 2.28661 -4.75506 0.1 0.0 -0.1
```
Forces are in eV/Å.

Calculated values
Max |F|, eV/Å: 1.1
Kohn-Sham gap (alpha / beta), eV: 7.484 / 9.104
Relative energy (zero: lowest compared OMol25 entry of this formula, charge and spin), kJ/mol: 10.33
Multiplicity: 5

Here are the natural (NBO) charges for atoms 1 to 6, given in e: atom 1 (Cr): 1.2745, atom 2 (O): -0.6172, atom 3 (C): 0.7492, atom 4 (O): -0.7581, atom 5 (C): 0.1247, atom 6 (C): -0.1935

***

(3)
C13H17F5MnN2OTe | the ωB97M-V functional and the def2-TZVPD basis

Geometry as XYZ:
```
40
Properties=species:S:1:pos:R:3:forces:R:3
C -1.61729 1.02950 3.37021 -0.8 2.3 -1.3
C -1.51900 -0.41051 3.59418 0.5 -2.7 -1.2
H -0.74838 1.53712 3.77950 -0.3 0.4 0.1
H -2.58923 1.45864 3.72193 1.0 -0.1 -0.1
H -1.60171 1.22064 2.23986 -0.1 0.2 1.1
H -1.25003 -0.84969 2.57945 0.0 -0.3 1.0
H -0.68912 -0.69858 4.26244 -0.8 0.0 -0.1
H -2.47835 -0.88790 3.83118 0.4 0.1 0.3
C 0.30022 2.51959 -0.76058 -0.3 -2.8 -0.1
C 0.49714 3.38280 -1.82417 0.2 0.4 -1.3
C 0.58452 2.85289 -3.11554 0.0 0.2 -0.4
C 0.50613 1.47453 -3.35652 0.2 0.6 -0.5
H 0.26559 2.82189 0.28127 -0.1 0.0 0.0
H 0.56137 4.43674 -1.59988 0.1 0.2 -0.3
H 0.71676 3.52816 -3.95610 0.0 -0.1 0.1
H 0.58916 1.01189 -4.33855 0.1 0.6 0.0
N 0.15788 1.20491 -1.03094 0.1 0.2 0.6
C 0.30919 0.63694 -2.26138 -0.2 -0.1 0.8
C 0.22526 -0.81619 -2.31468 -0.2 -0.2 0.8
N 0.03428 -1.44681 -1.11910 -0.4 -0.5 0.4
C -0.12418 -2.77219 -0.93763 0.4 2.5 -0.1
C 0.04854 -2.97873 -3.31410 0.0 -0.4 -0.4
C -0.15488 -3.57428 -2.06496 0.2 -0.1 -0.9
H -0.24060 -3.10393 0.09148 0.0 -0.1 -0.2
H -0.35502 -4.62215 -1.92832 0.0 -0.3 -0.3
C 0.26121 -1.61030 -3.45414 0.2 0.0 -0.8
H 0.44128 -1.10727 -4.40427 -0.1 -0.6 0.0
H 0.03224 -3.60671 -4.20100 0.0 0.1 0.1
Mn -0.35042 -0.16843 0.20083 0.7 0.5 4.7
C -2.36402 -0.18486 0.01335 -0.1 0.0 -0.9
H -2.59325 -1.06597 -0.62607 0.0 0.5 0.4
H -2.57643 0.73427 -0.57613 -0.1 -0.5 0.4
H -2.99196 -0.19927 0.93275 0.8 0.0 -0.4
F 2.62441 -1.78812 3.01786 0.1 1.0 -0.5
Te 2.66061 0.03226 2.54037 0.1 -0.2 2.5
F 4.05774 -0.27299 1.32015 -1.2 0.1 0.3
F 1.42323 0.37677 3.96166 1.1 -0.1 -1.2
F 2.75925 1.87976 2.16415 -0.2 -1.0 0.0
F 3.98965 0.24894 3.85355 -0.9 0.0 -1.1
O 1.19821 -0.22335 1.42791 -0.6 0.2 -1.3
```
Forces are in eV/Å.

Calculated values
Max |F|, eV/Å: 4.8
Kohn-Sham gap (alpha / beta), eV: 7.066 / 3.422
Relative energy (zero: lowest compared OMol25 entry of this formula, charge and spin), kJ/mol: 109.64
Multiplicity: 4
Total charge: +2

Here are the natural (NBO) charges for atoms 1 to 6, given in e: atom 1 (C): -0.5923, atom 2 (C): -0.5818, atom 3 (H): 0.2412, atom 4 (H): 0.2396, atom 5 (H): 0.1288, atom 6 (H): 0.1231

***

(4)
C13H17N2 | the ωB97M-V functional and the def2-TZVPD basis

Geometry as XYZ:
```
32
Properties=species:S:1:pos:R:3:forces:R:3
C -0.97830 -0.35019 3.77685 0.2 1.7 1.9
C 0.39307 -0.12996 3.69520 -0.3 -1.2 -0.3
C -1.81886 -0.21487 2.71706 0.0 0.0 -1.6
C 0.92917 0.12484 2.45709 1.9 0.5 -2.4
C -1.24776 0.01020 1.41117 0.6 0.0 -0.2
C 0.23477 0.21415 1.20602 -1.3 -0.6 3.2
C -1.94272 0.21368 0.26675 3.4 0.2 -4.4
C -0.86317 0.16653 -1.57660 -2.3 -1.4 5.1
C 0.43436 0.22243 -1.31139 -1.7 0.3 1.0
C -1.90047 -0.28453 -2.52322 -0.3 0.4 0.4
C 2.29077 -1.26122 -1.99306 0.7 0.0 -0.8
C 2.15120 1.16316 0.10000 0.6 -0.5 -4.0
C 1.46888 -0.00496 -2.30918 -0.3 -1.7 -1.8
N 0.87400 0.53943 0.02784 -1.2 -0.6 -0.5
N -3.13112 0.52871 -0.10808 -4.3 0.3 -1.3
H -1.46453 -0.26140 4.76092 0.4 -0.9 -0.3
H 1.02251 -0.42176 4.51143 0.3 0.5 0.4
H -2.87943 -0.28578 2.99936 0.4 0.2 -1.1
H 2.01850 0.25356 2.35775 -0.5 -0.1 0.5
H -2.19563 0.65713 -3.01287 -1.1 -0.5 0.1
H -2.68699 -0.99320 -2.08154 0.8 1.7 -0.3
H -1.59151 -0.88263 -3.32459 1.3 -0.8 -1.3
H 3.03986 -1.35519 -2.79700 -0.2 -0.1 0.3
H 1.69997 -2.20318 -2.00384 0.3 0.8 0.4
H 2.87225 -1.10250 -1.09201 -0.1 -0.5 0.4
H 2.55437 1.47478 -0.91371 -0.7 -0.6 1.5
H 2.13104 2.01446 0.60985 -0.6 3.6 2.5
H 2.87925 0.58720 0.52487 1.9 -1.9 1.1
H 0.96376 -0.26341 -3.30002 0.6 1.1 1.2
H 2.08178 0.88298 -2.34061 0.2 -0.1 -1.0
H -4.00903 0.30288 0.38862 0.9 0.3 0.1
H -3.32996 0.65867 -1.12307 0.4 -0.2 1.4
```
Forces are in eV/Å.

Calculated values
Max |F|, eV/Å: 5.8
Kohn-Sham gap (alpha / beta), eV: 6.937 / 6.130
Relative energy (zero: lowest compared OMol25 entry of this formula, charge and spin), kJ/mol: 63.58
Multiplicity: 3
Total charge: +1

Here are the natural (NBO) charges for atoms 1 to 6, given in e: atom 1 (C): -0.0574, atom 2 (C): -0.3144, atom 3 (C): -0.2353, atom 4 (C): -0.1117, atom 5 (C): -0.1354, atom 6 (C): 0.1438

***

(5)
C13H17N3O3S | the ωB97M-V functional and the def2-TZVPD basis

Geometry as XYZ:
```
37
Properties=species:S:1:pos:R:3:forces:R:3
O -0.73374 -3.37672 0.29760 0.6 -1.1 -0.1
C -0.90003 -2.20505 0.13688 -4.6 -0.4 -0.8
N -2.16364 -1.69529 -0.26718 -3.8 -9.0 -2.0
C -2.71175 -0.53737 -0.39183 -3.7 -0.3 -1.7
S -4.26360 -0.40606 -1.07444 0.7 0.3 0.4
N -1.95548 0.41105 0.02037 1.6 6.2 2.4
C -0.64944 0.14969 0.44411 0.5 4.7 -3.6
C -0.16272 -1.07968 0.28013 4.2 -3.2 2.1
C 1.11132 -1.39103 0.64321 6.1 -0.4 2.0
N 2.13833 -0.58808 1.01760 -8.2 7.8 -1.5
C 3.42737 -0.64104 1.24363 2.6 -9.5 -8.5
H 3.53241 -1.82555 1.13146 0.7 1.2 0.2
H 3.83538 -0.60041 2.06741 3.1 1.9 8.9
C 4.35897 -0.10540 0.14844 -1.8 -4.9 -0.3
H 5.37520 -0.49449 0.15644 0.4 0.3 0.8
O 4.14370 1.18218 0.35040 0.0 4.1 -2.0
C 3.87132 1.60862 -0.96934 -3.1 7.4 0.1
C 3.07511 0.60460 -1.69576 8.1 1.1 -3.4
H 2.17195 0.72178 -1.53437 -8.7 0.1 2.5
H 3.12787 0.84278 -2.73674 0.3 0.3 -1.1
C 3.82937 -0.58462 -1.39573 -7.1 4.0 8.9
H 4.62316 -0.66125 -1.78793 10.3 -1.5 -6.3
H 3.25408 -1.36275 -1.24483 -2.3 -4.5 0.3
H 4.66972 2.14337 -1.39509 2.0 -0.7 -1.0
H 3.20513 2.80971 -1.06175 1.1 -3.4 1.2
H 1.50040 -2.44823 0.77365 -1.2 0.9 -0.6
O 0.21112 1.04288 0.41781 -1.0 1.7 1.4
H 1.87004 0.60666 0.92012 -0.2 -4.4 0.2
C -2.44790 1.82091 -0.00979 3.8 1.0 -5.6
C -3.44841 2.26360 0.85015 -3.7 1.9 -0.1
C -2.08296 2.91649 0.95459 -0.3 -8.4 5.5
H -1.88348 3.79920 0.62074 1.1 5.1 -1.9
H -1.51850 2.47376 1.87830 -0.8 1.5 -1.8
H -4.24953 2.83411 0.34048 0.5 -0.3 0.5
H -3.91513 1.51539 1.47894 0.6 0.3 0.7
H -2.30594 2.44114 -1.09873 -0.9 -2.8 2.5
H -2.96222 -2.50656 -0.64852 3.2 2.8 1.6
```
Forces are in eV/Å.

Calculated values
Max |F|, eV/Å: 13.0
Kohn-Sham gap, eV: 7.871
Relative energy (zero: lowest compared OMol25 entry of this formula, charge and spin), kJ/mol: 1117.11
Multiplicity: 1

Here are the natural (NBO) charges for atoms 1 to 6, given in e: atom 1 (O): -0.5761, atom 2 (C): 0.6942, atom 3 (N): -0.6323, atom 4 (C): 0.3374, atom 5 (S): -0.2824, atom 6 (N): -0.4379

***

(6)
C13H17N3O5 | the ωB97M-V functional and the def2-TZVPD basis

Geometry as XYZ:
```
38
Properties=species:S:1:pos:R:3:forces:R:3
N -5.17947 2.15899 -2.39186 1.3 -0.3 0.1
C -5.04005 1.03517 -1.63644 -0.5 0.1 -0.1
O -5.98738 0.44499 -1.13462 0.6 0.3 -0.2
C -3.60791 0.53217 -1.47422 0.1 -0.2 -0.2
C -2.50981 1.60804 -1.35340 -0.2 -0.3 0.0
N -2.35114 2.31247 -2.62403 -0.3 0.5 0.7
C -1.20943 0.91311 -0.94155 0.3 -0.2 -0.2
O -0.40122 0.53799 -1.78587 -0.2 0.1 0.3
N -1.00857 0.71751 0.38277 -1.0 0.4 0.4
C 0.09229 -0.07873 0.84604 0.2 0.3 0.5
C 1.44898 0.68138 0.75560 -0.3 -0.1 -0.4
C 2.63139 -0.24711 0.69270 0.3 -0.1 0.2
C 3.54441 -0.35128 1.75123 0.1 0.1 -0.1
C 4.63286 -1.20827 1.67741 0.0 -0.4 -0.1
C 4.81014 -2.00028 0.54350 0.2 0.1 0.1
O 5.89211 -2.83917 0.51952 -0.3 0.4 0.4
C 3.92556 -1.90670 -0.52405 -0.3 0.5 0.7
C 2.84521 -1.03712 -0.43991 -0.1 0.0 0.0
C -0.21784 -0.49848 2.28352 -0.7 0.3 0.3
O -1.22602 -0.15216 2.86138 0.9 -0.3 -0.4
O 0.70150 -1.27036 2.88124 -0.1 0.1 -0.2
H -4.34545 2.55384 -2.84960 -0.6 -0.2 0.3
H -6.09643 2.48616 -2.57320 -0.7 0.2 -0.1
H -3.37976 -0.14234 -2.32385 0.0 0.4 0.3
H -3.60585 -0.09754 -0.59043 -0.1 -0.1 0.2
H -2.78960 2.31405 -0.56364 0.0 0.0 -0.2
H -1.76726 3.12082 -2.46552 0.1 0.3 -0.1
H -1.81416 1.72769 -3.23010 0.4 -0.6 -0.5
H -1.75392 0.90834 1.07688 0.7 -0.2 -0.7
H 0.14692 -0.98322 0.25276 0.2 -0.3 -0.3
H 1.53098 1.36245 1.60142 0.0 0.1 0.0
H 1.40305 1.28286 -0.16372 0.0 -0.2 0.3
H 3.42812 0.26261 2.64407 -0.1 -0.1 -0.2
H 5.34179 -1.32752 2.49059 -0.1 0.2 -0.1
H 5.90824 -3.29831 -0.31751 0.1 -0.2 -0.3
H 4.07126 -2.50415 -1.39465 0.1 -0.4 -0.6
H 2.13334 -0.97423 -1.26293 0.2 0.0 0.1
H 1.45611 -1.43599 2.28551 -0.1 0.1 0.1
```
Forces are in eV/Å.

Calculated values
Max |F|, eV/Å: 1.3
Kohn-Sham gap, eV: 9.580
Relative energy (zero: lowest compared OMol25 entry of this formula, charge and spin), kJ/mol: 33.42
Multiplicity: 1

Here are the natural (NBO) charges for atoms 1 to 6, given in e: atom 1 (N): -0.8455, atom 2 (C): 0.6725, atom 3 (O): -0.6196, atom 4 (C): -0.5059, atom 5 (C): -0.1365, atom 6 (N): -0.8328